Entry one
Formula: C5H7N2
Source: OMol25
Level of theory: ωB97M-V/def2-TZVPD

Cartesian coordinates (Å):
1 C 2.27912 -0.87018 -0.20252
2 C 0.65898 2.57848 0.71105
3 C 0.98623 -1.21830 -0.33176
4 C 3.39055 -0.36651 -0.04466
5 C 0.58389 2.96696 1.82799
6 N -0.11363 -1.55120 -0.39273
7 N -2.63733 -1.42173 -0.80605
8 H 4.28313 0.15589 -0.03252
9 H 0.86723 2.66527 -0.30555
10 H 0.48887 3.02612 2.84397
11 H -1.50093 -1.71121 -0.64519
12 H -3.20136 -2.11398 -0.34927
13 H -2.98965 -1.57152 -1.74913
14 H -3.09509 -0.56808 -0.52362

Calculated values
**Lowest unoccupied orbital energy**: -0.143 Ha
**HOMO-LUMO gap**: 9.65 eV
**Charge**: +1


Entry two
Formula: C5H7N2
Source: OMol25
Level of theory: ωB97M-V/def2-TZVPD

Cartesian coordinates (Å):
1 C -1.19346 -1.85519 -0.87814
2 C -0.53336 -1.72421 0.20662
3 C -1.40993 -0.93013 -1.81589
4 C 0.19615 0.37274 -0.55281
5 C 1.57276 -0.70139 1.02567
6 N 0.39665 -0.70139 0.28624
7 N -1.22697 0.50554 -1.12125
8 H -1.54322 -1.00994 -2.84581
9 H 0.64411 1.22394 -0.15708
10 H 2.18241 -0.03490 0.51878
11 H 1.54531 -0.30296 2.12216
12 H 2.07692 -1.63948 1.08682
13 H -1.22635 1.33131 -1.67335
14 H -1.89950 0.57261 -0.30461

Calculated values
**Lowest unoccupied orbital energy (spin up / spin down)**: -0.211 / -0.218 Ha
**HOMO-LUMO gap (spin up / spin down)**: 7.57 / 7.53 eV
**Charge**: +1


Most stable: entry one. Least stable: entry two.


Entry one
Formula: C2H2FN3O
Source: OMol25
Level of theory: ωB97M-V/def2-TZVPD

Cartesian coordinates (Å):
1 C -1.34482 -1.21808 -0.37579
2 C 0.83243 0.73995 0.07408
3 N -0.32225 -1.56305 0.06516
4 N 1.39709 -0.35526 -0.01417
5 N 0.91040 -1.57747 0.10411
6 O -0.45541 1.22407 0.18727
7 F 1.61277 1.78101 -0.17119
8 H -2.33595 -1.24963 -0.17399
9 H -0.29427 2.21847 0.30451

Calculated values
**Lowest unoccupied orbital energy**: 0.005 Ha
**HOMO-LUMO gap**: 8.50 eV
**Charge**: 0


Entry two
Formula: C2H2FN3O
Source: OMol25
Level of theory: ωB97M-V/def2-TZVPD

Cartesian coordinates (Å):
1 O 2.35203 1.68064 -0.02534
2 C 1.40110 0.92694 -0.04967
3 C -0.09647 1.01462 0.22648
4 N -0.62406 -0.19275 0.24355
5 N 0.34997 -1.07675 0.07072
6 N 1.58391 -0.44580 -0.27057
7 F 2.65759 -1.30548 0.18553
8 H -0.70476 1.93570 0.63863
9 H 0.20421 -1.89547 -0.48776

Calculated values
**Lowest unoccupied orbital energy**: -0.020 Ha
**SMILES**: O=c1cn[nH]n1F
**HOMO-LUMO gap**: 9.27 eV
**Charge**: 0


Most stable: entry two. Least stable: entry one.


Entry one
Formula: C2H10O2Si2
Source: OMol25
Level of theory: ωB97M-V/def2-TZVPD

Cartesian coordinates (Å):
1 C 1.33198 0.90976 -1.21162
2 C 1.44963 -1.09761 0.96239
3 O -1.01479 0.34730 0.62428
4 O -0.49156 -1.46995 -1.35822
5 Si -2.45302 -0.22671 -0.05205
6 Si 0.45416 -0.59267 -0.52127
7 H 2.45399 0.98663 -0.87006
8 H 1.22673 0.63843 -2.26017
9 H 1.01489 1.95387 -1.22011
10 H 1.00722 -1.88937 1.58415
11 H 2.42275 -1.52708 0.67431
12 H 1.63766 -0.24004 1.56492
13 H -1.00363 0.43873 1.60376
14 H -3.16910 1.02201 0.52780
15 H -3.08677 -1.57788 0.11950
16 H -2.10870 0.20520 -1.33191

Calculated values
**Lowest unoccupied orbital energy**: 0.007 Ha
**HOMO-LUMO gap**: 9.74 eV
**Charge**: 0


Entry two
Formula: C2H10O2Si2
Source: OMol25
Level of theory: ωB97M-V/def2-TZVPD

Cartesian coordinates (Å):
1 C -2.17412 -0.14745 -0.77603
2 Si -1.24221 -1.29204 0.35431
3 O 0.32445 -0.97618 0.16636
4 Si 1.70960 -0.21283 -0.31602
5 C 1.85052 1.23077 0.83577
6 O 3.01089 -1.16121 -0.15857
7 H -1.57853 -0.12298 -1.72437
8 H -3.16839 -0.50453 -1.16835
9 H -2.43132 0.86225 -0.52800
10 H -1.48795 -0.84050 1.71389
11 H -1.72184 -2.75871 0.47684
12 H 1.68127 -0.09567 -1.90184
13 H 1.13584 1.99791 0.84774
14 H 1.97437 0.93946 1.81282
15 H 2.84763 1.70557 0.71038
16 H 3.83674 -0.86349 -0.47279

Calculated values
**Lowest unoccupied orbital energy**: 0.028 Ha
**SMILES**: C[SiH2]O[Si@@H](C)O
**HOMO-LUMO gap**: 10.92 eV
**Charge**: 0


Most stable: entry two. Least stable: entry one.


Entry one
Formula: C7H18
Source: OMol25
Level of theory: ωB97M-V/def2-TZVPD

Cartesian coordinates (Å):
1 C -1.21130 0.76083 2.36473
2 C -1.10666 -0.12763 1.14932
3 C -0.50092 -1.50336 1.41007
4 C -2.34670 -0.26985 0.21678
5 H -1.97877 0.40998 3.05904
6 H -1.36700 1.79860 2.08750
7 H -0.29131 0.63824 2.97106
8 H -0.31798 0.34218 0.54793
9 H -1.06451 -2.05516 2.16048
10 H -0.34361 -2.17643 0.57385
11 H 0.48240 -1.35095 1.89453
12 H -3.14834 0.43757 0.44911
13 H -1.90998 -0.18455 -0.77478
14 H -2.78605 -1.26139 0.30133
15 C 1.84233 1.69840 -1.91466
16 C 1.61012 0.37611 -1.18109
17 C 1.59223 -0.91823 -1.95962
18 H 0.92516 2.11144 -2.36752
19 H 2.07548 2.53708 -1.25501
20 H 2.67042 1.62670 -2.63371
21 H 2.43683 0.28793 -0.46902
22 H 0.77615 0.69385 -0.56017
23 H 2.64066 -1.13246 -2.20856
24 H 1.38346 -1.81252 -1.35716
25 H 0.88838 -0.88765 -2.78577

Calculated values
**Lowest unoccupied orbital energy**: 0.035 Ha
**SMILES**: CC(C)C.CCC
**HOMO-LUMO gap**: 11.33 eV
**Charge**: 0


Entry two
Formula: C7H18
Source: OMol25
Level of theory: ωB97M-V/def2-TZVPD

Cartesian coordinates (Å):
1 C 0.27375 -0.38192 1.95338
2 C 0.23372 1.03300 1.26560
3 C -1.08417 1.33608 0.61514
4 C 0.64241 2.14917 2.25797
5 H 0.77646 -0.46602 2.90747
6 H 1.03552 -0.92484 1.34873
7 H -0.67426 -0.92555 1.93961
8 H 1.00513 0.83292 0.52306
9 H -1.94099 1.11492 1.28627
10 H -1.05989 2.37729 0.26434
11 H -1.25089 0.81294 -0.30043
12 H 1.54302 1.81356 2.77107
13 H 0.87081 3.00188 1.62874
14 H -0.15073 2.46409 2.91565
15 C 1.30771 -1.15323 -1.91499
16 C -0.12553 -1.11512 -2.49320
17 C -1.26552 -1.56860 -1.56195
18 H 1.83829 -2.09831 -2.08211
19 H 1.98333 -0.38175 -2.29035
20 H 1.33422 -0.96223 -0.83172
21 H -0.14641 -1.78537 -3.37221
22 H -0.42712 -0.14848 -2.90515
23 H -2.31161 -1.44127 -1.88328
24 H -1.10474 -0.95487 -0.67517
25 H -1.30252 -2.62830 -1.36644

Calculated values
**Lowest unoccupied orbital energy**: 0.041 Ha
**SMILES**: CC(C)C.CCC
**HOMO-LUMO gap**: 11.90 eV
**Charge**: 0


Most stable: entry one. Least stable: entry two.


Entry one
Formula: CH5N2S2
Source: OMol25
Level of theory: ωB97M-V/def2-TZVPD

Cartesian coordinates (Å):
1 N 0.17026 0.87027 0.43632
2 C 0.04487 -0.45748 0.27871
3 N 1.04830 -1.27813 0.04694
4 S -1.50594 -1.18326 0.10070
5 S -3.01988 0.40810 -0.01462
6 H 1.01771 1.32118 0.91326
7 H -0.67957 1.27774 0.76241
8 H 2.11952 -0.99361 0.11416
9 H 0.97241 -2.07578 -0.58402
10 H -3.22604 -0.13010 -1.16127

Calculated values
**Lowest unoccupied orbital energy**: -0.179 Ha
**SMILES**: NC(=[NH2+])SS
**HOMO-LUMO gap**: 9.39 eV
**Charge**: +1


Entry two
Formula: CH5N2S2
Source: OMol25
Level of theory: ωB97M-V/def2-TZVPD

Cartesian coordinates (Å):
1 N 1.52204 0.34744 0.64299
2 C 0.26656 0.68672 0.70747
3 N -0.84822 -0.11539 0.41676
4 S -0.70443 -1.85831 0.03012
5 S -2.44085 0.64377 0.03187
6 H 2.24586 0.97714 0.83882
7 H 1.76644 -0.52780 0.36014
8 H 0.05096 1.74139 1.00123
9 H -0.91810 -2.08859 1.31611
10 H -2.86042 -0.51445 0.69874

Calculated values
**Lowest unoccupied orbital energy**: -0.169 Ha
**SMILES**: [NH2+]=CN(S)S
**HOMO-LUMO gap**: 9.30 eV
**Charge**: +1


Entry three
Formula: CH5N2S2
Source: OMol25
Level of theory: ωB97M-V/def2-TZVPD

Cartesian coordinates (Å):
1 C 1.37735 -0.18047 0.42311
2 N -1.44244 -0.07370 -0.19394
3 N 1.61318 0.68663 -0.49886
4 S -2.14460 -1.52190 -0.09485
5 S -1.97707 1.35709 0.13038
6 H 1.66149 -1.21230 0.28951
7 H 2.05667 0.42364 -1.37611
8 H 1.32631 1.65595 -0.40891
9 H -3.39609 -1.26449 0.37863
10 H 0.92522 0.12955 1.35104

Calculated values
**Lowest unoccupied orbital energy**: -0.201 Ha
**HOMO-LUMO gap**: 6.94 eV
**Charge**: +1


Most stable: entry one. Least stable: entry three.


Entry one
Formula: C3H10N2OS
Source: OMol25
Level of theory: ωB97M-V/def2-TZVPD

Cartesian coordinates (Å):
1 C 0.43410 -1.55739 1.59951
2 C 4.32060 0.02175 -0.73354
3 C -3.46900 1.35998 0.45530
4 N -0.46989 -0.57470 1.18547
5 N 4.78792 0.87094 -1.50589
6 O 1.16297 0.23150 -0.47108
7 S -0.17228 0.41966 0.09972
8 H 1.13114 -1.88639 0.74019
9 H -0.07350 -2.41316 2.11020
10 H 1.08568 -1.14189 2.35893
11 H 4.85633 -0.83419 -0.50393
12 H 3.31514 0.15116 -0.24932
13 H -3.64364 2.02154 -0.40082
14 H -3.35948 0.37425 0.01204
15 H -2.65313 1.43660 1.09920
16 H -4.36713 1.40980 1.01484
17 H 5.70359 0.81254 -1.88428

Calculated values
**Lowest unoccupied orbital energy**: -0.018 Ha
**HOMO-LUMO gap**: 8.73 eV
**Charge**: 0


Entry two
Formula: C3H10N2OS
Source: OMol25
Level of theory: ωB97M-V/def2-TZVPD

Cartesian coordinates (Å):
1 C -0.87839 -1.61710 -0.44407
2 C 1.57535 0.57373 0.03416
3 C -0.58653 -0.61873 -1.51005
4 N 0.98442 2.63927 2.14115
5 N -0.18758 2.96996 2.27484
6 O -1.15369 1.00611 0.43880
7 S -0.14016 1.01948 -0.63241
8 H -0.00301 -2.24332 -0.09765
9 H -1.41071 -1.08007 0.47286
10 H -1.58480 -2.46457 -0.94513
11 H 1.86479 1.07970 0.99844
12 H 1.70315 -0.46027 0.48654
13 H 2.29727 0.68186 -0.79994
14 H -1.44120 -0.27089 -2.24628
15 H 0.35697 -0.63662 -2.14472
16 H -0.66538 3.94594 1.98875
17 H -0.90008 2.26124 2.60344

Calculated values
**Lowest unoccupied orbital energy**: 0.031 Ha
**HOMO-LUMO gap**: 8.89 eV
**Charge**: 0


Most stable: entry one. Least stable: entry two.


Entry one
Formula: C7H28O7
Source: OMol25
Level of theory: ωB97M-V/def2-TZVPD

Cartesian coordinates (Å):
1 C -0.73081 -1.16307 0.31111
2 O -0.44064 0.03618 -0.37803
3 H 0.09863 -1.85372 0.15899
4 H -0.92722 -0.93031 1.35770
5 H -1.65192 -1.54008 -0.13331
6 H -0.42956 -0.03610 -1.33525
7 C -0.50624 1.36998 -3.56177
8 O -0.55496 0.14901 -2.93047
9 H 0.18825 1.93706 -2.94194
10 H -0.21036 1.23535 -4.60217
11 H -1.36265 2.02134 -3.38740
12 H -0.45432 -0.48964 -3.64012
13 C -0.55923 3.39424 0.01279
14 O -0.00763 2.33569 0.66349
15 H -0.09969 3.50121 -0.96980
16 H -1.60470 3.11700 -0.12227
17 H -0.43521 4.24705 0.68020
18 H -0.22254 1.48811 0.26724
19 C -3.99147 -0.13922 -1.25946
20 O -5.11771 0.63986 -0.94272
21 H -4.21514 -1.17065 -1.53190
22 H -3.38684 0.41937 -1.97395
23 H -3.32084 -0.13624 -0.40020
24 H -5.50000 0.41420 -0.09153
25 C 0.02626 -1.27050 4.34599
26 O 0.90809 -0.18573 4.13975
27 H -0.12007 -1.43646 5.41329
28 H -0.87502 -1.13094 3.74909
29 H 0.53026 -2.15939 3.96656
30 H 0.35201 0.54174 3.85139
31 C 2.59957 -1.64312 -1.53658
32 O 2.21840 -2.98153 -1.92411
33 H 1.59476 -1.22412 -1.59052
34 H 2.93987 -1.50329 -0.51054
35 H 3.31529 -1.08490 -2.14010
36 H 1.63682 -2.89048 -2.68244
37 C 3.50549 -0.37708 1.61431
38 O 3.46038 0.27184 2.90355
39 H 2.53274 -0.57295 1.16321
40 H 4.17175 0.15298 0.93370
41 H 4.00449 -1.33807 1.73918
42 H 2.64171 -0.01462 3.31506

Calculated values
**Lowest unoccupied orbital energy**: -0.003 Ha
**SMILES**: CO.CO.CO.CO.CO.CO.CO
**HOMO-LUMO gap**: 9.23 eV
**Charge**: 0


Entry two
Formula: C7H28O7
Source: OMol25
Level of theory: ωB97M-V/def2-TZVPD

Cartesian coordinates (Å):
1 C -1.37399 -1.47255 3.57600
2 O -0.99124 -2.82111 3.78913
3 H -2.20505 -1.17742 4.22821
4 H -0.53051 -0.80553 3.77314
5 H -1.70413 -1.34521 2.54857
6 H -0.53962 -2.88100 4.63398
7 C 4.55796 1.19901 -0.00214
8 O 3.52315 2.12715 -0.23576
9 H 4.99035 1.33080 0.99785
10 H 4.21188 0.16263 -0.08580
11 H 5.35929 1.32964 -0.72891
12 H 2.71301 1.76477 0.15301
13 C -0.22665 -4.17908 -1.30043
14 O 0.06668 -2.79683 -1.16412
15 H 0.54399 -4.67377 -1.90118
16 H -0.31651 -4.71540 -0.35193
17 H -1.17500 -4.27760 -1.82418
18 H 0.91331 -2.73634 -0.71248
19 C -2.69402 2.21469 -1.56644
20 O -3.39357 1.12034 -2.15148
21 H -2.68032 2.13967 -0.47300
22 H -1.65251 2.20276 -1.90089
23 H -3.19603 3.12999 -1.85849
24 H -2.97238 0.30335 -1.87153
25 C 0.28098 0.21809 0.13557
26 O 1.10945 1.16152 0.81471
27 H 0.05344 -0.61468 0.80357
28 H -0.63150 0.69827 -0.22343
29 H 0.86613 -0.14031 -0.70819
30 H 0.64321 1.48402 1.59982
31 C 0.44314 -0.28221 -4.32680
32 O 1.40393 0.30245 -5.19272
33 H -0.53005 0.21351 -4.38817
34 H 0.28948 -1.33820 -4.56891
35 H 0.84254 -0.21222 -3.31865
36 H 1.26696 -0.00965 -6.08981
37 C -1.54974 2.31326 3.18231
38 O -0.18119 1.92478 3.16743
39 H -2.18613 1.47572 3.46958
40 H -1.68392 3.18111 3.83086
41 H -1.83199 2.64575 2.18472
42 H 0.16715 1.83581 4.05697

Calculated values
**Lowest unoccupied orbital energy**: 0.011 Ha
**SMILES**: CO.CO.CO.CO.CO.CO.CO
**HOMO-LUMO gap**: 9.71 eV
**Charge**: 0


Most stable: entry two. Least stable: entry one.


Entry one
Formula: C2H2N2O2
Source: OMol25
Level of theory: ωB97M-V/def2-TZVPD

Cartesian coordinates (Å):
1 C -0.32506 0.74142 0.24893
2 C -0.42271 -0.59654 0.33266
3 N -1.62535 1.15051 0.04148
4 N -2.33835 0.17771 0.01851
5 O -4.58193 -0.05091 -0.09595
6 O -1.70983 -0.97247 0.12937
7 H 0.35960 1.41346 0.48140
8 H 0.27556 -1.52446 0.55186

Calculated values
**Lowest unoccupied orbital energy (spin up / spin down)**: -0.048 / -0.047 Ha
**HOMO-LUMO gap (spin up / spin down)**: 9.67 / 9.78 eV
**Charge**: 0


Entry two
Formula: C2H2N2O2
Source: OMol25
Level of theory: ωB97M-V/def2-TZVPD

Cartesian coordinates (Å):
1 C 0.61489 -0.23005 0.06190
2 C -1.28026 0.33679 -0.05228
3 H 2.53158 0.51404 0.40785
4 H -2.15271 1.07999 -0.21245
5 N -0.10333 -1.33756 -0.07885
6 N -1.41666 -0.93300 0.04037
7 O 1.85690 -0.36515 -0.12123
8 O -0.05040 0.93494 -0.04531

Calculated values
**Lowest unoccupied orbital energy**: -0.012 Ha
**HOMO-LUMO gap**: 9.05 eV
**Charge**: 0


Most stable: entry two. Least stable: entry one.